Below is a molecular structure, N3O9Rb, with properties calculated with ωB97M-V with the def2-TZVPD basis set.

```
13
Properties=species:S:1:pos:R:3:forces:R:3
Rb 0.1354 -1.9378 3.5871 -0.1746 0.7517 -1.3163
O 1.8775 -0.3212 1.8420 3.2662 -0.7999 3.8508
O -3.1332 1.3069 1.7221 -0.1277 3.4075 -2.3312
O 2.1950 1.0682 -2.5793 1.5726 0.4064 -1.0792
O -3.4396 -0.3540 2.7627 -1.8751 -5.2388 4.2868
O 0.8068 -0.1265 -3.4972 -9.2299 -6.1254 1.3475
O 0.2853 -1.0338 0.6592 1.2755 0.7496 -0.5693
O 2.2445 0.5238 -4.7662 2.1825 0.9815 -0.6220
O -2.2499 -0.4668 1.0115 2.1130 -3.2880 -3.2262
O 1.2730 0.9318 0.2424 -0.1461 -1.6864 0.1469
N 1.2022 -0.1425 0.8602 -4.0674 1.1237 -2.1944
N 1.7560 0.4626 -3.6022 5.7188 4.7368 -0.1665
N -2.9529 0.0890 1.7579 -0.5078 4.9814 1.8731
```
Forces are in eV/Å.

Calculated values
- charge = -2
- E_LUMO (eV) = 2.7
- relative energy (zero: lowest compared OMol25 entry of this formula, charge and spin) (kcal/mol) = 95.1
- HOMO-LUMO gap (eV) = 3.50

***

Below is a molecular structure, C40H26BrClN3O8PSr, with properties calculated with ωB97M-V with the def2-TZVPD basis set.

```
81
Properties=species:S:1:pos:R:3:forces:R:3
Sr -1.4073 -0.0583 0.1694 0.5335 0.0305 0.0974
Br -1.7797 3.6029 2.5158 -0.0418 0.0066 0.0152
Cl -0.3727 7.6272 -4.0843 -0.0115 -0.1076 0.0747
P 0.6712 -2.5988 -0.5147 0.0639 0.3165 -0.0084
O 1.1515 -0.6696 6.2430 -0.0462 -0.0370 -0.0530
O -0.7207 -1.0978 2.2133 -0.2322 -0.6490 0.4784
O -5.6406 -1.2156 1.1551 -0.3927 -0.1313 0.0842
O 2.4661 1.0933 6.5390 0.1292 0.0543 0.1878
O -0.2768 -1.6189 4.3495 0.0432 -0.0757 0.2783
O -0.0778 1.9757 -0.4935 0.2116 0.3964 -0.0769
O -3.5583 -0.8944 0.3972 -0.5495 -0.1962 0.0568
O -2.2816 2.1300 -0.7785 -0.1494 0.1971 -0.1551
N 0.5776 1.1712 2.3667 0.1149 -0.0683 0.1721
N -3.3714 1.4358 1.8817 -0.3768 -0.3586 -0.1815
N 1.3905 2.1839 2.6817 -0.2376 -0.0829 -0.1240
C -0.4678 -0.7104 -5.2451 0.0744 -0.0738 0.0459
C 0.3262 4.4325 -1.7764 -0.0001 -0.0671 -0.0451
C 0.3238 -1.6042 -4.4806 -0.0328 0.0339 -0.2832
C 2.0243 -3.3275 -4.3661 -0.0436 0.0167 0.0902
C -5.7336 1.2947 2.2502 0.1701 0.0837 -0.0060
C 1.4372 -4.2057 -0.0373 0.0103 0.0605 -0.0232
C 3.3475 -0.4853 1.8285 0.0180 0.0087 -0.0611
C 2.3541 -6.7527 0.6852 0.0308 -0.0462 0.0168
C 1.3761 0.9204 4.4636 0.1969 0.1728 0.1738
C -0.7909 -0.8002 -2.3662 0.2475 -0.1343 -0.4515
C 2.7966 -4.4549 0.1340 0.1823 0.1522 0.0131
C 0.5024 5.6046 -2.4957 -0.0237 0.0240 -0.0204
C -5.7397 2.5550 2.8246 -0.1935 -0.1488 -0.0189
C -4.5879 -0.5910 1.0456 0.2671 0.0988 0.0092
C 1.9323 -1.3676 0.0759 -0.1566 -0.1932 -0.2519
C -0.2305 -0.8875 3.3332 0.2718 0.1843 -0.0831
C -1.5362 0.0207 -3.1997 0.0408 -0.1066 -0.1445
C 3.6702 0.6083 1.0324 0.0621 -0.0030 0.0250
C 0.9574 -2.5699 -2.3371 -0.2189 0.1681 0.2600
C -0.5855 6.1460 -3.1568 0.0194 0.1488 -0.0920
C 0.9966 -6.5241 0.5179 0.0442 0.1076 -0.0195
C -1.8351 5.5547 -3.1135 0.0136 0.0058 0.0094
C 1.2790 -2.4526 -5.1006 -0.0533 0.0379 0.0280
C -0.9175 3.8198 -1.7081 -0.0496 0.2278 -0.1421
C 1.8934 2.0813 3.9221 -0.0857 -0.0898 0.0088
C 0.5471 -5.2576 0.1687 -0.0410 -0.0769 0.0138
C -1.9925 4.3900 -2.3778 0.0081 0.0180 0.0466
C 3.2547 -5.7126 0.4951 -0.0835 -0.0207 0.0160
C -1.3866 0.0738 -4.6092 -0.0019 0.0069 0.1006
C 0.5604 0.3906 3.4358 -0.0460 0.1608 -0.2511
C 0.1423 -1.6412 -3.0750 0.0356 -0.0847 0.4227
C 2.4749 -1.4516 1.3592 -0.0480 -0.1487 0.0854
C -4.5373 0.7730 1.7732 -0.1150 -0.0221 0.0323
C -1.1090 2.5400 -0.9286 0.1441 0.1144 0.0328
C -4.5539 3.2544 2.9102 0.0791 0.0662 0.0126
C 2.2482 -0.2573 -0.7035 0.0002 0.0673 0.0184
C 1.7093 0.4522 5.8382 -0.1689 -0.0198 -0.3212
C 3.1065 0.7278 -0.2269 -0.0864 -0.1730 0.0550
C -3.4211 2.6240 2.4184 0.2708 0.2851 0.1031
C 1.8542 -3.3866 -2.9631 0.2244 -0.2193 -0.1253
H -0.3292 -0.6702 -6.3209 -0.0177 0.0041 -0.0195
H 2.4459 -4.0950 -2.3907 -0.0459 0.0723 -0.0790
H 0.2809 -7.3188 0.6787 -0.0153 -0.0639 0.0093
H -0.5163 -5.0761 0.0680 -0.0181 0.0412 -0.0075
H 1.5384 2.9018 1.9888 -0.0064 -0.1209 0.0617
H 1.4011 -2.3944 -6.1779 -0.0021 -0.0007 -0.0246
H 3.5109 -3.6490 -0.0040 -0.0706 -0.0225 -0.0081
H 1.4648 6.0918 -2.5554 0.0506 0.0074 0.0024
H -2.0084 0.7549 -5.1839 0.0028 -0.0013 -0.0190
H -2.2975 0.6724 -2.7824 -0.0220 0.0807 0.0860
H -6.6148 0.6841 2.1365 -0.0737 -0.0083 0.0075
H 3.7478 -0.5727 2.8301 0.0297 0.0220 0.0353
H 1.7916 -0.1363 -1.6753 -0.0039 -0.0084 -0.0739
H 3.3089 1.5900 -0.8468 0.0415 0.0737 -0.0291
H 2.1992 -2.2733 2.0122 -0.0058 -0.0114 -0.0381
H 2.7441 -3.9798 -4.8464 0.0191 -0.0069 -0.0173
H 1.1546 3.9569 -1.2705 0.0366 -0.0154 0.0412
H -4.4904 4.2457 3.3327 0.0101 0.0029 -0.0027
H 0.5511 -1.0785 5.5095 -0.0093 0.0248 -0.0776
H -2.9517 3.8977 -2.3021 -0.0393 -0.0249 -0.0157
H -2.6628 6.0016 -3.6459 -0.0276 0.0080 -0.0087
H 4.3150 -5.8771 0.6359 0.0500 -0.0234 -0.0022
H -6.6621 2.9917 3.1918 0.0305 0.0047 0.0052
H 2.7106 -7.7329 0.9784 0.0008 -0.0179 -0.0074
H 2.5675 2.8035 4.3428 0.0640 0.0646 0.0596
H 4.3409 1.3722 1.4101 0.0005 0.0024 -0.0029
```
Forces are in eV/Å.

Calculated values
- charge = -2
- E_LUMO (eV) = 3.7
- HOMO-LUMO gap (eV) = 6.08

***

Below is a molecular structure, C3H3F, with properties calculated with ωB97M-V with the def2-TZVPD basis set.

```
7
Properties=species:S:1:pos:R:3:forces:R:3
F -1.5042 -0.8783 -0.9838 0.7804 -0.0067 -0.2629
C 0.1908 0.3404 0.7375 -0.3093 -2.9725 -3.4999
C -0.1661 -0.7585 -0.9453 -0.1929 2.8467 3.7066
C 0.4334 1.0812 1.6559 -0.5417 -0.1804 -1.0710
H 0.4034 1.9722 2.2046 0.2956 0.4129 0.8701
H 0.2807 -0.0885 -1.6299 -0.3016 1.1373 -0.7530
H 0.3619 -1.6687 -1.0391 0.2695 -1.2374 1.0101
```
Forces are in eV/Å.

Calculated values
- E_LUMO (eV) = 0.6
- relative energy (zero: lowest compared OMol25 entry of this formula, charge and spin) (kcal/mol) = 50.6
- HOMO-LUMO gap (eV) = 10.86

***

Below is a gas-phase ion, C5H4NS2 (charge +1), with properties calculated with ωB97M-V with the def2-TZVPD basis set.

```
12
Properties=species:S:1:pos:R:3:forces:R:3
S -2.3176 -0.6605 -2.2171 3.1939 1.4976 -0.2407
S 1.1246 0.3364 -2.9209 0.2224 0.3591 0.9805
N -0.1721 -0.0010 -0.7068 2.0142 0.5641 -1.8739
C 1.9369 0.5678 -1.3631 0.3065 0.1231 -1.0378
C 1.1022 0.3452 -0.3337 0.9231 0.3544 2.8441
C -2.3601 -0.6918 -0.5029 0.5439 -0.2906 0.9492
C -1.1752 -0.4313 0.1148 -3.0412 -0.1791 -1.8723
C -0.2518 0.0752 -2.0447 -6.3388 -2.6547 0.7668
H 1.2127 0.4261 0.7975 0.5461 -0.0316 -1.8793
H 2.9655 0.9134 -1.4733 -0.3555 -0.2143 0.6963
H -1.1235 -0.5420 1.1388 0.9187 0.2296 1.9210
H -3.2653 -0.9542 0.1239 1.0666 0.2424 -1.2541
```
Forces are in eV/Å.

Calculated values
- charge = +1
- E_LUMO (eV) = -5.1
- relative energy (zero: lowest compared OMol25 entry of this formula, charge and spin) (kcal/mol) = 0.0
- HOMO-LUMO gap (eV) = 8.24

***

Number 1: E_HOMO -0.78 eV, E -23541.6823 eV. Number 2: E_HOMO -2.37 eV, E -155450.3442 eV. Number 3: E_HOMO -10.28 eV, E -5872.2643 eV. Number 4: E_HOMO -13.38 eV, E -28401.1664 eV.